Below is 12 unconnected molecules or ions with the total composition C63H134F30N7O3P5 at a distorted geometry, with properties calculated with the ωB97M-V functional and the def2-TZVPD basis.

Output
2S+1: 2
Total charge: +1
Electronic energy (eV): -212056.3012

Each line ends with the Löwdin spin population.
Geometry (Å):
C: -3.46786 1.13872 -2.32431  0.0000
C: -3.39330 1.59367 -0.87434  0.0000
C: -2.60553 0.63992 0.00041  0.0000
C: -1.16345 0.38602 -0.52107  0.0000
N: -0.23544 -0.36632 0.55017  0.0000
C: 1.02152 -0.96901 -0.18434  0.0000
C: 1.58564 -2.17646 0.62745  0.0002
C: 0.46852 -2.45712 1.66801  0.0000
C: -0.76823 -1.66379 1.21671  0.0000
C: 0.35507 0.66010 1.59931  0.0000
H: -4.08336 1.70614 -3.02237  0.0000
H: -3.84844 0.12767 -2.46928  0.0000
H: -2.46043 1.07132 -2.73497  0.0000
H: -4.38359 1.49401 -0.42997  0.0000
H: -3.02816 2.62019 -0.84198  0.0000
H: -3.12797 -0.31219 -0.09255  0.0000
H: -2.69816 0.83073 1.06957  0.0000
H: -0.69816 1.37138 -0.54650  0.0000
H: -1.20177 -0.08662 -1.50252  0.0000
H: 1.65869 -0.15474 -0.52940  0.0000
H: 0.47901 -1.34414 -1.05213  0.0000
H: 2.58770 -1.96577 1.00107  0.0002
H: 1.88301 -2.94718 -0.08363  0.0000
H: 0.71781 -2.20303 2.69825  0.0000
H: 0.16382 -3.50343 1.64610  0.0000
H: -1.40181 -1.42058 2.06966  0.0000
H: -1.31452 -2.21691 0.45270  0.0000
H: 1.43499 0.55422 1.49607  0.0000
H: -0.02676 0.27520 2.54492  0.0000
H: 0.07634 1.70439 1.45843  0.0000
C: -0.05140 4.54520 -0.73289  0.0000
C: -1.42012 5.11951 -0.25586  0.0000
C: -1.69458 4.98313 1.22050  0.0000
C: -3.11283 5.47774 1.71515  0.0000
N: -3.06139 5.92183 3.20069  0.0000
C: -4.48748 6.36141 3.58884  0.0000
C: -4.29425 7.31898 4.78352  0.0000
C: -2.82070 7.60501 4.85358  0.0000
C: -2.26659 7.26019 3.50424  0.0000
C: -2.71665 4.71676 4.05063  0.0000
H: 0.35399 3.64093 -0.27896  0.0000
H: 0.80540 5.21464 -0.65655  0.0000
H: -0.07513 4.27372 -1.78827  0.0000
H: -2.22867 4.72469 -0.87105  0.0000
H: -1.46996 6.17672 -0.51650  0.0000
H: -0.95941 5.54149 1.80002  0.0000
H: -1.64263 3.94660 1.55371  0.0000
H: -3.94914 4.78142 1.65324  0.0000
H: -3.39827 6.35445 1.13375  0.0000
H: -5.07381 5.47053 3.81395  0.0000
H: -4.86588 6.92712 2.73743  0.0000
H: -4.66771 7.02713 5.76508  0.0000
H: -4.87052 8.22353 4.58913  0.0000
H: -2.21267 7.07190 5.58446  0.0000
H: -2.70612 8.65809 5.11048  0.0000
H: -1.20513 7.03952 3.39146  0.0000
H: -2.62415 8.02206 2.81155  0.0000
H: -1.63205 4.62809 3.98841  0.0000
H: -3.06941 3.78436 3.60983  0.0000
H: -2.93134 4.91748 5.10026  0.0000
C: 2.52737 7.59953 -3.82367  0.0000
C: 1.92692 6.25590 -3.80685  0.0000
C: 0.48423 6.13062 -4.41340  0.0000
C: -0.59432 6.89595 -3.59521  0.0000
N: -2.06547 6.58305 -4.11155  0.0000
C: -3.02986 7.28724 -3.15777  0.0000
C: -4.25989 6.51215 -3.31290  0.0000
C: -3.92444 5.06873 -3.45354  0.0000
C: -2.44591 5.09041 -3.89560  0.0000
C: -2.17215 7.23870 -5.51327  0.0000
H: 2.79068 7.81123 -4.85999  0.0000
H: 3.43014 7.64070 -3.21425  0.0000
H: 1.98232 8.34829 -3.24889  0.0000
H: 1.86046 5.89962 -2.77887  0.0000
H: 2.58879 5.51459 -4.25462  0.0000
H: 0.16075 5.09279 -4.49327  0.0000
H: 0.48112 6.62681 -5.38390  0.0000
H: -0.36637 7.95685 -3.69822  0.0000
H: -0.66028 6.55114 -2.56329  0.0000
H: -3.10308 8.33631 -3.44446  0.0000
H: -2.62610 7.21187 -2.14812  0.0000
H: -4.73448 6.75274 -4.26421  0.0000
H: -4.97052 6.72515 -2.51432  0.0000
H: -4.51161 4.46928 -4.14923  0.0000
H: -3.95690 4.46223 -2.54845  0.0000
H: -2.21704 4.58113 -4.83174  0.0000
H: -1.65623 4.70123 -3.25291  0.0000
H: -3.20127 7.33429 -5.85946  0.0000
H: -1.70322 6.47512 -6.13387  0.0000
H: -1.69601 8.21744 -5.57207  0.0000
C: -8.34922 -4.99454 3.25119  0.0000
C: -7.67387 -3.70862 2.79611  0.0000
C: -6.09418 -3.78541 2.77456  0.0000
C: -5.62475 -5.08117 2.00620  0.0000
N: -4.09834 -5.24983 2.04518  0.0000
C: -3.68146 -6.50312 1.28934  0.0000
C: -2.30190 -6.89164 2.00388  0.0000
C: -2.73787 -6.84030 3.46195  0.0000
C: -3.56543 -5.52405 3.52705  0.0000
C: -3.30355 -4.07506 1.36855  0.0000
H: -9.38747 -4.83501 3.54220  0.0000
H: -7.88852 -5.45128 4.12711  0.0000
H: -8.30136 -5.88063 2.61822  0.0000
H: -7.89831 -2.85117 3.43054  0.0000
H: -7.95660 -3.47379 1.76994  0.0000
H: -5.82697 -3.88342 3.82675  0.0000
H: -5.48661 -2.97633 2.36915  0.0000
H: -6.03272 -5.06395 0.99558  0.0000
H: -5.91103 -6.04059 2.43708  0.0000
H: -3.60400 -6.30571 0.22016  0.0000
H: -4.43957 -7.25774 1.49886  0.0000
H: -1.49231 -6.18522 1.82052  0.0000
H: -1.91688 -7.89391 1.81590  0.0000
H: -1.86559 -6.85301 4.11545  0.0000
H: -3.31472 -7.73091 3.71122  0.0000
H: -2.84080 -4.74126 3.75119  0.0000
H: -4.33556 -5.48560 4.29745  0.0000
H: -2.36385 -4.44700 0.96025  0.0000
H: -3.11504 -3.33256 2.14395  0.0000
H: -3.99868 -3.75064 0.59418  0.0000
C: 0.11273 -3.19126 -8.52417  0.0000
C: 0.13423 -3.25902 -6.96958  0.0000
C: 1.34644 -2.51889 -6.41971  0.0000
C: 1.24466 -1.01146 -6.70731  0.0000
C: 0.15042 -0.37795 -5.78665  0.0000
C: -1.25496 -1.06092 -6.07467  0.0000
N: -1.14822 -2.56796 -6.35947  0.0000
O: -2.33822 -3.29774 -6.64878  0.0000
C: -1.97921 -0.36507 -7.26350  0.0000
C: -2.18663 -0.82037 -4.82457  0.0000
C: 0.19018 -4.71742 -6.38953  0.0000
H: -0.18801 -2.19319 -8.84280  0.0000
H: -0.66070 -3.87324 -8.87744  0.0000
H: 1.03293 -3.46825 -9.03856  0.0000
H: 2.19366 -3.09581 -6.79049  0.0000
H: 1.48117 -2.61930 -5.34274  0.0000
H: 1.04745 -0.78193 -7.75446  0.0000
H: 2.20380 -0.58023 -6.42063  0.0000
H: 0.19028 0.71076 -5.82173  0.0000
H: 0.47563 -0.65238 -4.78314  0.0000
H: -2.38139 0.58801 -6.91999  0.0000
H: -2.77781 -0.98535 -7.67042  0.0000
H: -1.34733 -0.14187 -8.12316  0.0000
H: -3.14121 -1.34229 -4.89159  0.0000
H: -2.30175 0.25783 -4.71350  0.0000
H: -1.62020 -1.32908 -4.04452  0.0000
H: 0.18261 -4.61759 -5.30414  0.0000
H: 1.12941 -5.20670 -6.64750  0.0000
H: -0.68346 -5.33023 -6.61158  0.0000
C: 1.82564 -1.58639 5.82267  0.0026
C: 3.27369 -1.17783 5.41932  0.0230
C: 3.29486 0.35196 5.09321  0.0016
C: 4.73261 1.02140 5.09766  0.0000
C: 5.63564 0.70444 6.35637  0.0004
C: 5.63384 -0.82644 6.74412  0.0128
N: 4.18312 -1.44952 6.55216  0.3777
O: 4.01506 -2.73763 7.14157  0.5474
C: 6.03279 -1.00190 8.21549  -0.0002
C: 6.63490 -1.61475 5.82900  0.0134
C: 3.65875 -1.93758 4.15310  0.0164
H: 1.48060 -1.08601 6.72747  -0.0003
H: 1.76925 -2.64565 6.07346  -0.0008
H: 1.03425 -1.41868 5.09214  -0.0002
H: 2.70142 0.85615 5.85592  0.0006
H: 2.81689 0.51493 4.12724  -0.0003
H: 4.56912 2.09306 4.98400  0.0001
H: 5.08947 0.61971 4.14928  0.0000
H: 5.02616 1.14200 7.14705  0.0008
H: 6.58896 1.23218 6.38397  -0.0005
H: 6.97512 -0.46672 8.33253  -0.0004
H: 6.20903 -2.06993 8.34335  -0.0009
H: 5.27269 -0.58644 8.87710  -0.0004
H: 6.38452 -2.67338 5.89763  0.0012
H: 7.61755 -1.52856 6.29273  0.0018
H: 6.85096 -1.34007 4.79655  0.0003
H: 3.66624 -3.01936 4.28647  0.0014
H: 4.63820 -1.61279 3.80199  0.0003
H: 3.00330 -1.69312 3.31721  0.0016
C: 3.60386 -3.82571 -2.03143  0.0000
C: 4.88219 -3.66746 -1.19210  0.0000
C: 6.03049 -4.51117 -1.86968  0.0000
C: 6.58415 -3.92439 -3.20142  0.0000
C: 6.98119 -2.40923 -3.02503  0.0000
C: 5.82699 -1.53792 -2.62627  0.0000
N: 5.34476 -2.18630 -1.31730  0.0000
O: 4.95200 -1.35860 -0.34475  0.0000
C: 4.81192 -1.41326 -3.81985  0.0000
C: 6.37444 -0.09448 -2.31916  0.0000
C: 4.69766 -4.09223 0.33268  0.0000
H: 2.92477 -2.97478 -1.97819  0.0000
H: 3.15430 -4.80917 -1.89426  0.0000
H: 3.81088 -3.91210 -3.09810  0.0000
H: 5.77564 -5.55904 -2.02816  0.0000
H: 6.83297 -4.65731 -1.14664  0.0000
H: 5.91600 -3.92863 -4.06261  0.0000
H: 7.43439 -4.45497 -3.63001  0.0000
H: 7.37457 -1.97548 -3.94438  0.0000
H: 7.81058 -2.46612 -2.32007  0.0000
H: 4.68386 -2.36631 -4.33305  0.0000
H: 5.09505 -0.66618 -4.56134  0.0000
H: 3.84249 -1.03021 -3.50113  0.0000
H: 7.03202 0.32892 -3.07839  0.0000
H: 6.88627 -0.10445 -1.35686  0.0000
H: 5.50021 0.53074 -2.13763  0.0000
H: 5.63114 -4.20265 0.88452  0.0000
H: 4.28564 -5.09961 0.39225  0.0000
H: 4.08396 -3.46700 0.98118  0.0001
P: 1.72295 3.80652 3.64798  0.0000
F: 2.55991 2.58894 3.01732  0.0000
F: 2.95336 4.80966 3.17791  0.0000
F: 1.01072 4.06798 2.23592  0.0000
F: 0.78593 4.95567 4.29972  0.0000
F: 0.44761 2.79342 3.97549  0.0000
F: 2.36258 3.65162 5.15660  0.0000
P: -3.00180 -1.27666 4.73093  0.0000
F: -2.49891 -1.42941 6.28528  0.0000
F: -4.07025 -2.47319 4.83729  0.0000
F: -4.09099 -0.18243 5.26533  0.0000
F: -3.54312 -1.14852 3.15022  0.0000
F: -1.91612 -0.06182 4.49064  0.0000
F: -1.84808 -2.35581 4.25590  0.0000
P: 1.98936 1.61776 -3.12642  0.0000
F: 2.60662 0.88395 -4.44888  0.0000
F: 2.99779 2.88648 -3.35199  0.0000
F: 0.81343 2.24224 -4.01328  0.0000
F: 1.25288 2.25290 -1.90461  0.0000
F: 1.13523 0.31863 -2.79214  0.0000
F: 3.16184 1.09063 -2.11377  0.0000
P: 1.49658 -6.12297 4.15637  0.0000
F: 0.53645 -6.16928 2.84203  0.0000
F: 2.68679 -6.29397 3.00946  0.0000
F: 1.63807 -4.47762 4.07811  0.0001
F: 2.41112 -6.16207 5.52266  0.0001
F: 0.09272 -5.86427 5.02985  0.0000
F: 1.30553 -7.78184 4.21374  0.0000
P: -1.39699 -4.43248 -2.41301  0.0000
F: -2.45527 -5.43924 -1.82881  0.0000
F: -2.25141 -3.17265 -1.81000  0.0000
F: -0.40187 -4.45509 -1.16106  0.0000
F: -0.46660 -3.36016 -3.24370  0.0000
F: -0.68344 -5.70588 -3.15348  0.0000
F: -2.33523 -4.37829 -3.75592  0.0000